(1)
{"formula": "C25H70O10", "method": "ωB97M-V with the def2-TZVPD basis set", "de_lowest_ev": 2.917, "gap_ev": 10.28, "e_lumo_ha": 0.0082, "fmax_ev_per_a": 3.1, "homo_energy_ev": -10.1, "smiles": "CC(C)O.CC(C)O.CC(C)O.CC(C)O.CC(C)O.CCO.CCO.CCO.CCO.CCO", "elements": ["C", "C", "O", "H", "H", "H", "H", "H", "H", "C", "C", "O", "H", "H", "H", "H", "H", "H", "C", "C", "O", "H", "H", "H", "H", "H", "H", "C", "C", "O", "H", "H", "H", "H", "H", "H", "C", "C", "O", "H", "H", "H", "H", "H", "H", "C", "C", "C", "O", "H", "H", "H", "H", "H", "H", "H", "H", "C", "C", "C", "O", "H", "H", "H", "H", "H", "H", "H", "H", "C", "C", "C", "O", "H", "H", "H", "H", "H", "H", "H", "H", "C", "C", "C", "O", "H", "H", "H", "H", "H", "H", "H", "H", "C", "C", "C", "O", "H", "H", "H", "H", "H", "H", "H", "H"], "coordinates": [[-4.147, -3.931, -3.127], [-4.037, -2.611, -3.883], [-2.744, -2.051, -3.645], [-3.654, -3.875, -2.156], [-3.653, -4.740, -3.664], [-5.180, -4.275, -3.089], [-4.771, -1.841, -3.643], [-4.236, -2.797, -4.938], [-2.142, -2.589, -4.163], [4.733, -5.399, -0.990], [5.502, -4.136, -1.133], [5.786, -3.591, 0.116], [4.459, -5.861, -1.939], [3.784, -5.227, -0.483], [5.275, -6.112, -0.368], [4.874, -3.447, -1.696], [6.367, -4.401, -1.742], [6.150, -2.721, -0.065], [-3.679, 5.110, 3.533], [-2.247, 5.711, 3.491], [-2.342, 7.103, 3.761], [-3.757, 4.079, 3.187], [-4.342, 5.747, 2.947], [-4.059, 5.117, 4.554], [-1.771, 5.617, 2.515], [-1.602, 5.336, 4.286], [-2.570, 7.175, 4.691], [4.532, -2.007, 5.806], [4.911, -1.800, 7.245], [3.706, -1.790, 7.989], [5.388, -2.041, 5.133], [3.762, -1.317, 5.462], [4.087, -2.997, 5.708], [5.359, -0.835, 7.482], [5.618, -2.584, 7.515], [3.472, -2.720, 7.938], [-7.240, -2.160, 5.205], [-6.384, -1.770, 3.984], [-4.976, -1.818, 4.278], [-6.931, -1.659, 6.122], [-7.018, -3.205, 5.424], [-8.300, -1.940, 5.081], [-6.604, -0.763, 3.629], [-6.569, -2.386, 3.104], [-4.517, -1.401, 3.545], [1.558, 6.869, -2.602], [2.021, 8.278, -3.158], [1.185, 8.806, -4.259], [1.976, 9.192, -2.137], [1.722, 6.103, -3.360], [0.510, 6.936, -2.312], [2.067, 6.609, -1.673], [3.038, 8.107, -3.512], [1.432, 9.828, -4.546], [0.129, 8.675, -4.025], [1.364, 8.297, -5.206], [1.085, 9.197, -1.780], [-1.366, -8.086, 0.433], [-1.788, -7.855, 1.882], [-3.233, -7.378, 2.038], [-1.635, -9.070, 2.630], [-1.318, -7.124, -0.077], [-2.088, -8.658, -0.149], [-0.359, -8.467, 0.259], [-1.127, -7.107, 2.321], [-3.973, -8.026, 1.569], [-3.461, -6.385, 1.651], [-3.462, -7.341, 3.103], [-2.225, -9.704, 2.216], [-2.240, 3.913, -6.671], [-3.606, 3.353, -6.618], [-3.899, 2.166, -7.576], [-3.700, 2.877, -5.288], [-1.497, 3.121, -6.765], [-1.950, 4.497, -5.797], [-2.138, 4.560, -7.542], [-4.295, 4.178, -6.797], [-4.925, 1.848, -7.391], [-3.223, 1.318, -7.462], [-3.887, 2.457, -8.627], [-3.020, 2.219, -5.122], [6.649, 2.436, -0.743], [7.150, 2.014, 0.633], [6.079, 1.883, 1.691], [7.939, 0.855, 0.560], [6.298, 3.468, -0.720], [5.742, 1.916, -1.050], [7.351, 2.433, -1.577], [7.875, 2.776, 0.918], [5.267, 1.232, 1.368], [5.539, 2.768, 2.028], [6.491, 1.430, 2.592], [8.456, 0.780, 1.365], [0.185, -1.969, 0.342], [-0.486, -0.590, 0.706], [0.040, 0.572, -0.123], [-1.820, -0.743, 0.426], [0.313, -2.099, -0.733], [-0.362, -2.814, 0.761], [1.190, -2.104, 0.741], [-0.269, -0.401, 1.757], [-0.496, 1.485, 0.136], [-0.237, 0.470, -1.173], [1.122, 0.685, -0.052], [-1.987, -0.883, -0.509]], "lowdin_charge": [-0.09, -0.32, -0.09, 0.07, 0.07, 0.07, 0.11, 0.10, 0.08, -0.11, -0.38, -0.05, 0.08, 0.07, 0.08, 0.11, 0.11, 0.08, -0.08, -0.31, -0.10, 0.06, 0.07, 0.06, 0.11, 0.10, 0.08, -0.10, -0.34, -0.08, 0.07, 0.08, 0.07, 0.11, 0.11, 0.08, -0.08, -0.31, -0.09, 0.07, 0.07, 0.07, 0.10, 0.10, 0.07, -0.04, -0.54, -0.08, -0.04, 0.07, 0.07, 0.07, 0.14, 0.09, 0.08, 0.08, 0.10, -0.07, -0.48, -0.07, -0.06, 0.07, 0.08, 0.08, 0.13, 0.08, 0.08, 0.08, 0.08, -0.09, -0.50, -0.05, -0.06, 0.08, 0.09, 0.08, 0.14, 0.07, 0.08, 0.07, 0.09, -0.05, -0.52, -0.06, -0.05, 0.08, 0.07, 0.08, 0.13, 0.08, 0.08, 0.07, 0.09, -0.05, -0.50, -0.06, -0.05, 0.07, 0.07, 0.07, 0.14, 0.08, 0.07, 0.08, 0.09]}

---

(2)
{"formula": "C25H70O10", "method": "ωB97M-V with the def2-TZVPD basis set", "de_lowest_ev": 19.538, "gap_ev": 7.96, "e_lumo_ha": 0.0187, "fmax_ev_per_a": 11.4, "homo_energy_ev": -7.5, "elements": ["C", "C", "O", "H", "H", "H", "H", "H", "H", "C", "C", "O", "H", "H", "H", "H", "H", "H", "C", "C", "O", "H", "H", "H", "H", "H", "H", "C", "C", "O", "H", "H", "H", "H", "H", "H", "C", "C", "O", "H", "H", "H", "H", "H", "H", "C", "C", "C", "O", "H", "H", "H", "H", "H", "H", "H", "H", "C", "C", "C", "O", "H", "H", "H", "H", "H", "H", "H", "H", "C", "C", "C", "O", "H", "H", "H", "H", "H", "H", "H", "H", "C", "C", "C", "O", "H", "H", "H", "H", "H", "H", "H", "H", "C", "C", "C", "O", "H", "H", "H", "H", "H", "H", "H", "H"], "coordinates": [[4.653, -1.373, -1.800], [4.124, -2.126, -0.494], [3.348, -1.146, 0.143], [5.226, -0.484, -1.533], [3.795, -1.113, -2.420], [5.278, -2.133, -2.270], [4.815, -2.478, 0.272], [3.367, -2.880, -0.708], [2.856, -0.614, -0.487], [2.316, 1.820, -1.758], [2.801, 1.067, -3.008], [3.794, 1.821, -3.494], [2.134, 2.886, -1.900], [3.068, 1.779, -0.970], [1.424, 1.327, -1.373], [2.006, 0.942, -3.744], [3.149, 0.082, -2.698], [4.440, 1.245, -3.908], [-0.866, 1.091, -0.133], [0.093, 0.018, 0.445], [1.387, 0.550, 0.374], [-0.698, 1.200, -1.204], [-0.854, 2.073, 0.340], [-1.924, 0.839, -0.063], [0.025, -0.981, 0.014], [-0.238, -0.145, 1.471], [1.989, -0.150, 0.636], [-2.269, -0.697, 2.428], [-2.884, -1.327, 3.679], [-2.670, -2.683, 3.699], [-2.847, -1.084, 1.589], [-1.254, -1.080, 2.333], [-2.296, 0.393, 2.438], [-3.969, -1.263, 3.600], [-2.590, -0.963, 4.663], [-3.212, -2.946, 4.447], [-1.514, 2.276, -2.143], [-1.887, 3.519, -3.049], [-0.966, 3.630, -4.071], [-2.107, 2.139, -1.238], [-0.491, 2.477, -1.824], [-1.338, 1.386, -2.747], [-1.877, 4.492, -2.556], [-2.867, 3.377, -3.503], [-0.149, 3.952, -3.685], [0.709, -1.502, -1.340], [1.044, -2.281, -2.573], [1.314, -1.352, -3.708], [2.082, -3.325, -2.426], [1.564, -0.867, -1.105], [0.308, -2.108, -0.528], [-0.111, -0.837, -1.610], [0.178, -2.841, -2.928], [0.381, -0.903, -4.047], [1.689, -1.855, -4.600], [2.004, -0.564, -3.404], [2.176, -3.665, -1.533], [5.010, -1.891, 2.637], [3.455, -1.785, 2.763], [2.993, -0.344, 2.766], [2.895, -2.487, 1.673], [5.286, -1.486, 3.611], [5.585, -1.347, 1.888], [5.213, -2.962, 2.625], [3.182, -2.215, 3.726], [1.937, -0.299, 3.032], [3.032, 0.054, 1.752], [3.613, 0.384, 3.288], [2.855, -2.080, 0.804], [-2.647, 4.550, -0.170], [-3.407, 3.612, 0.801], [-2.331, 3.054, 1.778], [-4.333, 4.321, 1.694], [-2.193, 5.384, 0.367], [-3.343, 5.105, -0.799], [-1.964, 4.139, -0.913], [-3.867, 2.818, 0.214], [-1.786, 3.843, 2.295], [-1.703, 2.523, 1.062], [-2.723, 2.310, 2.471], [-4.811, 4.863, 1.062], [0.604, -2.193, 3.181], [0.236, -3.243, 2.121], [-0.903, -2.840, 1.200], [1.409, -3.437, 1.266], [1.260, -1.470, 2.696], [1.257, -2.617, 3.944], [-0.276, -1.689, 3.580], [0.051, -4.181, 2.643], [-0.994, -3.481, 0.323], [-1.024, -1.788, 0.942], [-1.765, -3.009, 1.846], [2.173, -3.494, 1.844], [-4.348, 0.740, -2.109], [-3.956, 0.192, -0.716], [-3.838, 1.293, 0.329], [-4.833, -0.857, -0.289], [-3.778, 1.605, -2.448], [-5.406, 0.992, -2.032], [-4.276, 0.017, -2.922], [-2.952, -0.225, -0.784], [-2.893, 1.825, 0.221], [-3.878, 0.848, 1.323], [-4.715, 1.940, 0.317], [-4.759, -1.607, -0.884]], "lowdin_charge": [0.00, -0.16, -0.13, 0.09, 0.03, 0.09, 0.12, 0.10, 0.07, -0.03, -0.40, -0.02, 0.09, 0.09, 0.04, 0.11, 0.04, 0.10, -0.10, -0.29, -0.11, 0.01, 0.08, 0.03, 0.01, 0.09, 0.03, -0.09, -0.31, -0.08, 0.09, 0.00, 0.07, 0.12, 0.12, 0.10, -0.13, -0.29, -0.06, 0.04, 0.07, 0.11, 0.09, 0.11, 0.09, -0.07, -0.39, -0.06, -0.05, 0.08, 0.07, 0.12, 0.13, 0.10, 0.10, 0.00, 0.06, -0.04, -0.39, -0.04, -0.16, 0.07, 0.08, 0.08, 0.13, 0.07, 0.07, 0.10, -0.06, -0.04, -0.45, -0.04, -0.04, 0.09, 0.08, 0.03, 0.02, 0.10, 0.01, 0.08, 0.07, -0.03, -0.35, -0.07, -0.11, 0.03, 0.09, 0.07, 0.13, 0.10, 0.03, 0.07, -0.02, -0.02, -0.43, -0.12, -0.03, 0.05, 0.09, 0.08, 0.12, 0.01, 0.10, 0.12, 0.09]}

---

(3)
{"formula": "C25H71B3O13S10", "method": "ωB97M-V with the def2-TZVPD basis set", "gap_ev": 8.39, "e_lumo_ha": 0.0075, "fmax_ev_per_a": 5.0, "homo_energy_ev": -8.2, "elements": ["C", "C", "C", "C", "C", "C", "C", "O", "B", "O", "B", "O", "B", "S", "O", "H", "H", "H", "H", "H", "H", "H", "H", "H", "H", "H", "H", "H", "H", "H", "H", "H", "C", "S", "O", "C", "H", "H", "H", "H", "H", "H", "C", "S", "O", "C", "H", "H", "H", "H", "H", "H", "C", "S", "O", "C", "H", "H", "H", "H", "H", "H", "C", "S", "O", "C", "H", "H", "H", "H", "H", "H", "C", "S", "O", "C", "H", "H", "H", "H", "H", "H", "C", "S", "O", "C", "H", "H", "H", "H", "H", "H", "C", "S", "O", "C", "H", "H", "H", "H", "H", "H", "C", "S", "O", "C", "H", "H", "H", "H", "H", "H", "C", "S", "O", "C", "H", "H", "H", "H", "H", "H"], "coordinates": [[2.188, 3.854, 4.918], [2.162, 5.264, 4.082], [0.565, 5.606, 3.729], [2.938, 5.227, 2.635], [4.573, 5.146, 2.728], [5.175, 3.638, 2.996], [5.139, 5.592, 1.220], [5.522, 4.442, 0.384], [4.410, 4.034, -0.524], [3.707, 4.931, -1.468], [2.253, 4.576, -1.305], [1.759, 3.156, -1.365], [2.577, 2.470, -0.335], [1.718, 1.552, 1.100], [4.052, 2.572, -0.463], [2.896, 3.028, 4.485], [2.547, 4.124, 6.024], [1.125, 3.347, 5.047], [2.532, 6.142, 4.770], [0.349, 6.757, 3.916], [0.381, 5.370, 2.576], [-0.189, 4.932, 4.319], [2.689, 6.267, 2.103], [2.435, 4.402, 1.974], [5.049, 5.852, 3.534], [4.528, 2.906, 2.311], [5.082, 3.269, 4.111], [6.326, 3.531, 2.709], [6.102, 6.256, 1.387], [4.354, 6.274, 0.674], [1.421, 5.399, -1.106], [1.767, 0.170, 0.852], [-2.090, -1.150, 3.301], [-1.292, -1.759, 1.796], [0.174, -1.465, 1.913], [-2.008, -0.522, 0.688], [-1.754, -1.759, 4.144], [-1.813, -0.107, 3.476], [-3.174, -1.238, 3.200], [-1.736, 0.483, 1.022], [-3.096, -0.630, 0.671], [-1.614, -0.687, -0.318], [0.898, 6.762, -6.441], [-0.345, 5.675, -5.703], [-1.088, 6.473, -4.674], [0.828, 4.614, -4.826], [0.385, 7.539, -7.014], [1.500, 7.229, -5.657], [1.539, 6.183, -7.110], [1.434, 5.212, -4.140], [1.471, 4.104, -5.547], [0.264, 3.871, -4.256], [-7.089, -1.281, 1.855], [-5.804, -2.553, 1.908], [-4.516, -1.910, 1.490], [-6.421, -3.504, 0.499], [-6.882, -0.546, 2.637], [-7.085, -0.785, 0.882], [-8.063, -1.739, 2.039], [-6.457, -2.872, -0.392], [-7.417, -3.891, 0.726], [-5.741, -4.341, 0.321], [5.059, -0.377, -0.313], [4.574, -1.761, 0.746], [5.824, -2.320, 1.358], [4.086, -2.867, -0.599], [5.438, 0.429, 0.320], [5.842, -0.692, -1.006], [4.188, -0.021, -0.868], [4.929, -3.031, -1.274], [3.246, -2.430, -1.145], [3.777, -3.823, -0.167], [-10.796, -5.695, -0.620], [-10.312, -4.133, -1.391], [-8.833, -3.975, -1.202], [-11.132, -3.064, -0.185], [-10.357, -6.517, -1.192], [-10.428, -5.735, 0.408], [-11.884, -5.788, -0.633], [-10.744, -3.264, 0.817], [-12.210, -3.241, -0.212], [-10.930, -2.023, -0.450], [-0.999, 0.403, -2.799], [-0.940, 0.130, -4.586], [-1.053, 1.470, -5.251], [-2.554, -0.675, -4.708], [-0.093, 0.936, -2.498], [-1.874, 1.004, -2.541], [-1.039, -0.560, -2.284], [-3.335, -0.008, -4.334], [-2.545, -1.604, -4.132], [-2.748, -0.905, -5.759], [2.291, -7.538, -2.205], [3.251, -6.005, -2.196], [2.469, -4.980, -2.962], [4.571, -6.602, -3.278], [1.385, -7.385, -1.613], [2.014, -7.801, -3.229], [2.883, -8.341, -1.759], [4.155, -6.921, -4.237], [5.090, -7.435, -2.798], [5.278, -5.785, -3.445], [-0.366, -9.651, -5.201], [-0.152, -11.212, -4.314], [0.713, -10.938, -3.119], [0.885, -12.002, -5.566], [-0.961, -8.976, -4.580], [0.608, -9.196, -5.398], [-0.891, -9.834, -6.141], [1.783, -11.404, -5.741], [0.319, -12.110, -6.495], [1.175, -12.991, -5.203], [1.817, 5.837, 7.994], [1.149, 7.482, 7.648], [1.480, 7.813, 6.223], [2.311, 8.384, 8.700], [1.260, 5.104, 7.405], [2.873, 5.796, 7.716], [1.700, 5.612, 9.056], [3.337, 8.188, 8.379], [2.177, 8.077, 9.740], [2.102, 9.453, 8.610]], "lowdin_charge": [-0.10, -0.34, -0.11, -0.16, -0.26, -0.09, -0.15, -0.01, -0.47, 0.15, -0.19, 0.07, -0.76, 0.74, 0.11, 0.07, 0.06, 0.08, 0.11, 0.08, 0.08, 0.07, 0.13, 0.11, 0.14, 0.09, 0.08, 0.10, 0.14, 0.13, 0.12, -0.12, -0.26, 0.82, -0.59, -0.26, 0.05, 0.06, 0.02, 0.06, 0.02, 0.02, -0.28, 0.81, -0.56, -0.26, 0.05, 0.05, 0.05, 0.05, 0.06, 0.04, -0.26, 0.85, -0.59, -0.27, 0.05, 0.06, 0.05, 0.06, 0.03, 0.06, -0.27, 0.81, -0.56, -0.28, 0.05, 0.06, 0.04, 0.06, 0.06, 0.03, -0.27, 0.83, -0.57, -0.27, 0.05, 0.06, 0.05, 0.05, 0.05, 0.05, -0.27, 0.82, -0.57, -0.27, 0.05, 0.07, 0.04, 0.06, 0.05, 0.05, -0.27, 0.79, -0.56, -0.27, 0.06, 0.04, 0.06, 0.06, 0.05, 0.05, -0.27, 0.81, -0.57, -0.28, 0.05, 0.05, 0.05, 0.06, 0.05, 0.05, -0.28, 0.82, -0.56, -0.27, 0.04, 0.06, 0.05, 0.06, 0.05, 0.05]}